{"formula": "C4H11NO", "method": "ωB97M-V/def2-TZVPD", "gap_ev": [9.6, 5.3], "de_lowest_kcal_mol": 66.46, "spin_multiplicity": 2, "energy_ev": -7853.460, "largest_force_ha_per_bohr": 0.079, "total_charge": 1, "symbols": ["C", "C", "H", "H", "H", "H", "H", "H", "C", "C", "O", "N", "H", "H", "H", "H", "H"], "positions_angstrom": [[1.153061, -0.494440, -1.592421], [2.230594, -1.554433, -1.522773], [1.131295, 0.111055, -2.647745], [0.106465, -0.799766, -1.478497], [1.364995, 0.401855, -0.893726], [2.444874, -2.033475, -0.576768], [2.135100, -2.435719, -2.092627], [3.132319, -0.970167, -1.752694], [0.186932, 0.237458, 1.658944], [-1.057584, 0.455614, 0.727299], [-1.991412, -0.384691, 0.889074], [-1.219712, 1.730166, 0.168487], [0.102740, 0.862033, 2.578614], [1.182846, 0.501240, 1.349810], [-2.040467, 1.882746, -0.336463], [-0.422019, 2.397444, -0.172314], [0.253111, -0.816076, 2.104107]], "forces_ev_per_a": [[-0.5940, 3.0032, -1.5774], [1.0225, 1.3593, 0.7242], [0.2589, -1.8060, 2.2224], [0.1617, -0.2420, 0.2334], [-0.2238, -1.5604, -0.7372], [-0.3910, 0.5482, 0.9371], [-0.3786, -0.4740, -1.6200], [0.1407, -0.8137, -0.2755], [-0.4469, -1.7471, 2.0370], [1.1315, 3.8219, 0.8948], [1.0096, 0.8350, -0.6660], [2.7821, -2.1723, 0.5788], [-0.8979, -0.0913, -0.7223], [0.0381, 0.0670, -1.3564], [-1.7415, 0.2085, -0.9007], [-1.4986, -2.2317, 1.3218], [-0.3729, 1.2954, -1.0941]], "lowdin_spin": [0.00, 0.00, 0.00, 0.00, 0.00, 0.00, 0.00, 0.00, 0.08, 0.08, 0.80, 0.03, 0.00, 0.01, 0.00, 0.00, 0.00]}

***

{"formula": "C46H42CuIN4O5S", "method": "ωB97M-V/def2-TZVPD", "gap_ev": [6.3, 7.2], "de_lowest_kcal_mol": 0.00, "spin_multiplicity": 2, "energy_ev": -128159.706, "largest_force_ha_per_bohr": 0.018, "total_charge": -1, "symbols": ["Cu", "C", "C", "C", "C", "C", "C", "C", "C", "S", "C", "N", "C", "C", "C", "C", "C", "C", "C", "C", "H", "H", "H", "H", "H", "H", "H", "H", "H", "H", "H", "H", "H", "H", "H", "H", "C", "O", "C", "C", "C", "C", "C", "C", "N", "C", "N", "C", "C", "C", "C", "C", "C", "O", "C", "N", "C", "C", "C", "C", "C", "C", "O", "C", "H", "H", "H", "H", "H", "H", "H", "H", "H", "H", "H", "H", "H", "H", "H", "H", "H", "H", "H", "H", "H", "H", "I", "C", "C", "C", "C", "C", "C", "C", "O", "O", "H", "H", "H", "H"], "positions_angstrom": [[-0.687911, 1.131727, -0.847845], [5.851498, -0.283046, 2.519706], [4.594445, -0.401650, 1.655502], [3.891969, -1.721318, 2.001817], [5.026726, -0.422608, 0.183966], [3.614830, 0.748160, 1.897699], [3.829373, 1.711096, 2.895226], [2.933705, 2.740788, 3.123403], [1.791929, 2.803284, 2.340571], [0.497467, 3.957143, 2.376597], [-0.289448, 3.088472, 1.098989], [0.333535, 2.023691, 0.685858], [1.543026, 1.843540, 1.354237], [2.458695, 0.819890, 1.131755], [-1.528426, 3.516747, 0.447780], [-2.231444, 4.645599, 0.870738], [-3.344263, 5.048207, 0.155690], [-3.738418, 4.304020, -0.955006], [-3.041757, 3.162996, -1.333717], [-1.900998, 2.727592, -0.653405], [6.544071, -1.084716, 2.255225], [5.625230, -0.377119, 3.584628], [6.363863, 0.667378, 2.356439], [4.578166, -2.562243, 1.871657], [3.025455, -1.889025, 1.359295], [3.544232, -1.719568, 3.038208], [5.660822, -1.293870, -0.002054], [5.603313, 0.474185, -0.057779], [4.187329, -0.463318, -0.509500], [4.721559, 1.669492, 3.503808], [3.126030, 3.477436, 3.893060], [2.238081, 0.106403, 0.346447], [-1.915048, 5.201660, 1.748480], [-3.901619, 5.926467, 0.457059], [-4.604200, 4.620555, -1.527494], [-3.408749, 2.588397, -2.178244], [1.488173, -3.077486, -1.460777], [0.353286, -3.102212, -0.606135], [0.417856, -3.810382, 0.539758], [1.428973, -4.721361, 0.818218], [1.467100, -5.404562, 2.027538], [0.486232, -5.169609, 2.972427], [-0.532392, -4.269937, 2.692779], [-0.605963, -3.589317, 1.481923], [-1.718165, -2.740393, 1.298177], [-1.881705, -1.625531, 0.427418], [-2.159217, -1.963974, -0.845716], [-2.304353, -1.162996, -2.004528], [-1.816158, 0.138159, -2.140989], [-2.001702, 0.728026, -3.397315], [-2.613832, 0.084463, -4.463875], [-3.083885, -1.212230, -4.300670], [-2.930169, -1.821182, -3.070812], [-3.333357, -3.138944, -2.872977], [-4.735672, -3.322927, -2.926340], [-1.954053, -0.424767, 0.871671], [-1.635620, -0.147939, 2.206229], [-0.361026, -0.408756, 2.718980], [-0.001093, -0.078713, 4.014406], [-0.933522, 0.526887, 4.846044], [-2.206118, 0.787054, 4.363251], [-2.572930, 0.457265, 3.060686], [-3.884109, 0.666707, 2.749304], [-4.224918, 1.254422, 1.491733], [2.395140, -2.838790, -0.901847], [1.307435, -2.282949, -2.174104], [1.610154, -4.037919, -1.971644], [2.202752, -4.887857, 0.082247], [2.270417, -6.102263, 2.225293], [0.505598, -5.676249, 3.928486], [-1.300562, -4.079062, 3.434791], [-2.108188, -2.499818, 2.199052], [-2.238599, -2.951738, -1.013886], [-1.636407, 1.740850, -3.553059], [-2.709724, 0.581263, -5.422932], [-3.543690, -1.756184, -5.116919], [-4.929423, -4.370024, -2.698100], [-5.134687, -3.093704, -3.917936], [-5.238810, -2.689142, -2.189603], [0.361252, -0.868275, 2.052929], [1.005165, -0.280673, 4.362147], [-0.671116, 0.805545, 5.859094], [-2.959899, 1.251911, 4.986398], [-5.256637, 0.966730, 1.295966], [-3.580903, 0.906896, 0.689342], [-4.158804, 2.341905, 1.568016], [-0.216541, 4.879130, -6.435958], [0.489668, 3.419675, -5.109286], [0.498201, 3.684253, -3.750006], [0.934670, 2.696816, -2.876392], [1.365009, 1.464479, -3.350326], [1.377691, 1.234936, -4.720778], [0.931381, 2.202854, -5.607767], [1.769714, 0.347026, -2.409176], [2.816909, -0.264588, -2.641743], [0.955371, 0.098960, -1.463368], [0.149034, 4.634087, -3.368172], [0.933818, 2.894433, -1.810939], [1.734052, 0.280597, -5.086835], [0.925826, 2.010678, -6.672189]], "forces_ev_per_a": [[-0.6539, -0.4070, -0.5319], [-0.0140, -0.0317, 0.0113], [-0.0093, 0.0248, -0.0012], [-0.0443, -0.0265, -0.0135], [0.0348, 0.0596, -0.0278], [-0.0095, -0.0133, 0.0458], [0.0308, 0.0146, -0.0175], [-0.0046, -0.0027, -0.0120], [0.0168, -0.0064, 0.0215], [-0.0081, 0.0200, 0.0630], [-0.1315, -0.0376, -0.0511], [0.5370, 0.3242, 0.3440], [-0.0960, -0.0185, 0.0661], [-0.0404, -0.0147, -0.0388], [0.0752, 0.0034, 0.0094], [-0.0054, -0.0096, 0.0056], [-0.0049, -0.0269, 0.0094], [-0.0154, 0.0182, 0.0159], [-0.0267, -0.1101, 0.0246], [-0.0277, 0.2829, 0.1845], [-0.0057, -0.0069, 0.0124], [0.0001, 0.0139, -0.0052], [0.0073, -0.0116, -0.0135], [-0.0081, -0.0094, -0.0145], [-0.0050, -0.0031, 0.0020], [0.0056, -0.0022, -0.0115], [0.0076, 0.0081, -0.0006], [-0.0036, -0.0079, 0.0098], [-0.0571, -0.0482, -0.0159], [-0.0066, -0.0095, 0.0053], [-0.0080, -0.0027, 0.0003], [0.0039, -0.0110, -0.0085], [0.0046, 0.0167, -0.0215], [-0.0022, -0.0021, -0.0056], [-0.0073, -0.0141, 0.0161], [0.0316, 0.0214, -0.0147], [-0.0361, -0.0402, -0.0265], [-0.1038, 0.1458, -0.0106], [-0.0442, 0.0203, 0.0098], [0.0487, -0.0040, 0.0584], [0.0065, 0.0173, 0.0075], [-0.0030, 0.0057, 0.0147], [-0.0171, -0.0307, -0.0152], [0.0140, -0.0212, -0.0263], [-0.0096, -0.0729, -0.0111], [0.0322, -0.1335, -0.0378], [-0.0120, -0.0320, 0.0514], [0.0675, 0.0490, 0.0577], [-0.0182, -0.1013, -0.2471], [-0.0445, 0.0471, 0.0371], [-0.0268, -0.0469, 0.0206], [0.0346, 0.0350, -0.0236], [0.0113, -0.0075, 0.0052], [0.0146, -0.0513, -0.0856], [-0.0193, 0.0156, 0.0486], [0.1765, 0.0414, -0.0909], [0.0723, 0.0171, 0.0992], [0.0568, 0.0149, -0.0735], [-0.0128, 0.0093, 0.0146], [-0.0082, 0.0062, -0.0497], [0.0185, 0.0000, 0.0013], [0.0656, 0.1214, 0.1000], [-0.1077, -0.2251, -0.0210], [-0.0104, 0.1677, -0.0577], [0.0092, 0.0441, -0.0013], [0.0140, 0.0000, -0.0119], [0.0004, -0.0036, 0.0167], [-0.0090, 0.0039, 0.0104], [-0.0017, -0.0037, -0.0042], [0.0009, 0.0034, 0.0022], [-0.0004, -0.0097, -0.0025], [0.0261, 0.0200, 0.0078], [0.0115, -0.0337, -0.0009], [-0.0016, -0.0522, -0.0157], [-0.0080, 0.0000, 0.0026], [-0.0050, -0.0092, 0.0064], [0.0004, -0.0018, 0.0017], [0.0085, 0.0109, -0.0048], [-0.0040, -0.0004, 0.0043], [0.0119, 0.0164, -0.0012], [-0.0107, -0.0001, -0.0208], [-0.0066, -0.0087, -0.0008], [0.0058, 0.0016, 0.0060], [-0.0141, 0.0257, 0.0006], [-0.0683, 0.0267, 0.0053], [0.0174, 0.0608, -0.0150], [0.0074, -0.0004, -0.0025], [-0.0130, -0.0018, -0.0107], [0.0036, -0.0173, 0.0211], [0.0361, 0.0266, -0.0036], [0.0088, 0.0090, -0.0614], [0.0350, 0.0241, 0.0111], [0.0050, -0.0022, 0.0198], [-0.0748, -0.0146, -0.0841], [-0.0194, -0.0170, 0.0111], [0.3612, -0.0231, 0.3236], [0.0095, 0.0048, 0.0006], [-0.0195, 0.0007, -0.0020], [-0.0040, 0.0009, 0.0020], [-0.0183, -0.0011, -0.0009]], "lowdin_spin": [0.59, 0.00, 0.00, 0.00, 0.00, 0.00, 0.00, 0.00, 0.00, 0.00, 0.00, 0.03, 0.00, 0.00, 0.01, 0.01, 0.00, 0.01, 0.01, 0.11, 0.00, 0.00, 0.00, 0.00, 0.00, 0.00, 0.00, 0.00, 0.00, 0.00, 0.00, 0.00, 0.00, 0.00, 0.00, 0.00, 0.00, 0.00, 0.00, 0.00, 0.00, 0.00, 0.00, 0.00, 0.00, 0.00, 0.00, 0.02, 0.13, 0.01, 0.00, -0.01, 0.01, 0.00, 0.00, 0.00, 0.00, 0.00, 0.00, 0.00, 0.00, 0.00, 0.00, 0.00, 0.00, 0.00, 0.00, 0.00, 0.00, 0.00, 0.00, 0.00, 0.00, 0.00, 0.00, 0.00, 0.00, 0.00, 0.00, 0.00, 0.00, 0.00, 0.00, 0.00, 0.00, 0.00, 0.00, 0.00, 0.00, 0.00, 0.00, 0.00, 0.00, 0.00, 0.00, 0.04, 0.00, 0.00, 0.00, 0.00]}

***

{"formula": "C5H7N", "method": "ωB97M-V/def2-TZVPD", "gap_ev": 10.7, "de_lowest_kcal_mol": 46.64, "spin_multiplicity": 1, "smiles": "CC1(C#N)CC1", "energy_ev": -6786.490, "largest_force_ha_per_bohr": 0.024, "total_charge": 0, "symbols": ["C", "C", "C", "C", "C", "N", "H", "H", "H", "H", "H", "H", "H"], "positions_angstrom": [[-0.201896, 1.613449, -0.040149], [0.212535, 0.127087, 0.114897], [-0.510951, -1.277343, 0.257969], [-0.097535, -0.771363, -1.062815], [1.264861, -0.144169, 1.073825], [1.827660, -0.544528, 2.006601], [-1.221711, 1.746321, -0.415921], [-0.091034, 2.213627, 0.868836], [0.451497, 2.089648, -0.793285], [-1.521368, -1.380515, 0.624151], [0.160056, -2.047669, 0.650699], [-0.942011, -0.378624, -1.622562], [0.669898, -1.245921, -1.662246]], "forces_ev_per_a": [[-0.1255, -0.2141, 0.1627], [-0.0460, -0.1191, 0.2063], [-0.4078, 0.0856, 0.0606], [0.0647, -0.0495, -0.2249], [0.8208, -0.2626, 0.6239], [0.1170, 0.8071, -0.9426], [0.0859, -0.2754, 0.1681], [-0.0906, -0.3675, 0.0211], [-0.1152, -0.4199, 0.2680], [-0.2675, 0.2011, -0.4478], [-0.3642, 0.5378, 0.1577], [0.3710, 0.1965, -0.2050], [-0.0425, -0.1200, 0.1519]], "nbo_charge": [-0.59, -0.17, -0.35, -0.39, 0.28, -0.35, 0.22, 0.23, 0.22, 0.22, 0.24, 0.22, 0.23]}

***

{"formula": "C4H4N4PS2", "method": "ωB97M-V/def2-TZVPD", "gap_ev": 7.9, "de_lowest_kcal_mol": 0.00, "spin_multiplicity": 1, "energy_ev": -41124.181, "largest_force_ha_per_bohr": 0.070, "total_charge": 1, "symbols": ["C", "C", "C", "C", "N", "N", "N", "N", "P", "S", "S", "H", "H", "H", "H"], "positions_angstrom": [[2.689063, 1.321597, -0.178192], [2.844743, -1.424036, 0.132409], [1.563507, 0.557842, -0.224591], [1.597556, -0.794814, -0.137461], [3.353795, 2.260457, -0.160512], [3.818004, -1.930977, 0.474081], [-2.223496, -0.078711, 1.307985], [-2.367208, 0.521118, -1.148079], [-1.283395, -0.037526, -0.068014], [0.163627, 1.502227, -0.314439], [0.203624, -1.857746, -0.042134], [-3.201185, -0.446412, 1.218049], [-1.681141, -0.479950, 2.100358], [-2.058318, 0.610157, -2.104127], [-3.419180, 0.276768, -0.855327]], "forces_ev_per_a": [[2.0338, 2.3771, 0.0141], [0.1841, -0.3226, 0.1347], [-0.9405, -3.1839, 0.1360], [-0.1322, 0.3207, 0.2183], [0.5112, -0.2255, 0.0225], [-0.0082, -0.0107, -0.1746], [0.7462, -1.1216, -0.1817], [-2.6348, -1.6901, 1.5724], [1.2467, 0.1646, 0.6744], [-2.1181, -0.1838, 0.1826], [-1.6175, 2.1825, -0.3147], [1.2992, 0.4664, 0.3427], [-0.9671, 0.3493, -0.5104], [-0.5990, 0.0304, -0.3416], [2.9962, 0.8471, -1.7748]], "nbo_charge": [0.19, 0.19, -0.31, -0.23, -0.14, -0.15, -1.15, -1.15, 1.50, 0.26, 0.20, 0.44, 0.44, 0.46, 0.46]}

***

{"formula": "C5H8NO5", "method": "ωB97M-V/def2-TZVPD", "gap_ev": 7.3, "de_lowest_kcal_mol": 57.54, "spin_multiplicity": 1, "energy_ev": -17042.602, "largest_force_ha_per_bohr": 0.071, "total_charge": -1, "symbols": ["C", "C", "C", "C", "C", "N", "O", "O", "O", "O", "O", "H", "H", "H", "H", "H", "H", "H", "H"], "positions_angstrom": [[-1.025965, -3.026778, -2.051295], [-0.123430, -0.615220, 1.826611], [-0.799191, 0.287957, -1.400534], [0.164039, -0.724799, -0.707451], [0.549474, -0.188356, 0.791406], [1.630542, 0.714688, 0.938088], [-1.585779, -3.947947, -1.603630], [-1.092908, -1.506770, 1.796373], [-0.669171, -2.408627, -3.004769], [0.148560, -0.211393, 3.186808], [-0.516906, -1.990245, -0.642110], [-0.111518, 1.029101, -1.851448], [-1.244765, -0.299791, -2.097637], [-1.571248, 0.803058, -0.825807], [1.069293, -1.069395, -1.209394], [2.001586, 0.982621, 0.017174], [1.444607, 1.612412, 1.319046], [0.123455, -0.984626, 3.791083], [-1.231087, -1.946068, 0.934568]], "forces_ev_per_a": [[1.0310, 2.5377, 0.0789], [0.2683, -0.5402, 2.3579], [3.1924, 1.3267, 1.2145], [-1.8562, -1.1545, 2.4509], [-0.0321, -0.2234, -2.3981], [1.4690, 0.1606, -1.6655], [-0.7718, -1.5710, 0.9010], [-1.6410, -0.6389, 1.6878], [0.2455, -0.1005, -1.0830], [-0.0599, -0.2834, -1.2378], [-0.4362, 0.0004, 1.2738], [-0.7248, 0.1146, -0.2189], [-1.3434, -1.2401, -2.5219], [0.4130, -0.3210, 0.5931], [0.4515, 1.4321, -0.5120], [-0.1162, -0.6518, 0.3580], [-0.7838, 0.5418, 0.8914], [-0.1844, 0.4299, -1.0518], [0.8791, 0.1811, -1.1184]], "nbo_charge": [1.05, 0.54, -0.64, 0.10, -0.05, -0.83, -0.64, -0.74, -0.69, -0.75, -0.86, 0.18, 0.23, 0.20, 0.18, 0.35, 0.35, 0.47, 0.54]}